(1)
ORCA calculation (ωB97M-V/def2-TZVPD) on the molecule C6H10O.

Calculated values
F_max (eV/A): 3.467
Highest occupied orbital energy (eV): -9.520
Total energy (Eh): -309.76036
Energy relative to the best compared isomer or geometry (same formula, charge and spin) (kJ/mol): 215.3
Charge: 0
SMILES string: C[C@H]1C[C@H]2O[C@@]12C
LUMO level (eV): 1.042

Cartesian coordinates (Å):
C: -1.77083 -0.56781 0.73495
C: -0.77849 -0.15057 -0.19683
C: -0.66546 1.39358 -0.52620
C: 0.80882 1.28065 -0.21877
O: 1.06129 0.75260 1.16821
C: 0.79876 -0.11388 0.10918
C: 1.81032 -1.19203 -0.20594
H: -1.90252 0.09666 1.61930
H: -1.60075 -1.55301 1.07569
H: -2.69569 -0.54553 0.21411
H: -1.04554 -0.66269 -1.07880
H: -0.88105 1.81628 -1.50358
H: -1.05101 2.05173 0.24873
H: 1.70934 1.80999 -0.59797
H: 2.80736 -0.93693 0.20435
H: 1.93569 -1.29675 -1.34092
H: 1.45976 -2.18230 0.29448

---

(2)
ORCA calculation (ωB97M-V/def2-TZVPD) on the molecule C6H10O.

Calculated values
F_max (eV/A): 0.348
Highest occupied orbital energy (eV): -9.211
Total energy (Eh): -309.84015
Energy relative to the best compared isomer or geometry (same formula, charge and spin) (kJ/mol): 5.8
Charge: 0
SMILES string: CC1(O)CC=CC1
LUMO level (eV): 0.966

Cartesian coordinates (Å):
C: 0.33641 1.40338 -1.20121
C: 0.43518 0.27175 -0.18149
O: 1.77891 0.13886 0.27710
C: 0.07349 -1.13093 -0.72051
C: -0.67248 -1.77462 0.42142
C: -0.99025 -0.89651 1.36906
C: -0.52356 0.49019 1.01721
H: 0.40393 2.37673 -0.69667
H: -0.61984 1.37744 -1.73503
H: 1.15102 1.33800 -1.92902
H: 2.03111 0.96855 0.69978
H: -0.55108 -1.07728 -1.62249
H: 0.99237 -1.66410 -0.98805
H: -0.92609 -2.83101 0.43860
H: -1.54279 -1.12064 2.27723
H: -0.00346 1.00072 1.83899
H: -1.37288 1.12947 0.73507

---

(3)
ORCA calculation (ωB97M-V/def2-TZVPD) on a cluster of 2 separate species, C6H10O in total.

Calculated values
F_max (eV/A): 0.925
Highest occupied orbital energy (eV): -9.053
Total energy (Eh): -309.70080
Energy relative to the best compared isomer or geometry (same formula, charge and spin) (kJ/mol): 371.7
Charge: 0
SMILES string: C=C[C@@]12CO[C@@H]1C2.[H][H]
LUMO level (eV): 1.111

Cartesian coordinates (Å):
C: -2.07706 -0.04267 0.60376
C: -0.83813 -0.44507 0.87798
C: 0.27049 -0.20217 -0.08131
C: 0.48229 0.94155 -1.07743
O: 1.87698 0.55297 -1.26867
C: 1.77417 -0.44934 -0.26622
C: 0.79992 -1.46548 -0.72303
H: -2.24495 0.65486 -0.21717
H: -2.93439 -0.37947 1.17495
H: -0.63379 -1.21012 1.63042
H: -0.14427 0.87863 -1.98049
H: 0.47202 1.97098 -0.68498
H: 2.61861 -0.59013 0.41515
H: 0.65799 -2.30148 -0.03673
H: 0.53705 -1.64059 -1.76347
H: -0.64910 1.72588 1.66312
H: 0.03215 2.00164 1.73413

---

(4)
ORCA calculation (ωB97M-V/def2-TZVPD) on the molecule C6H10O.

Calculated values
F_max (eV/A): 4.965
Highest occupied orbital energy (eV): -8.103
Total energy (Eh): -309.75361
Energy relative to the best compared isomer or geometry (same formula, charge and spin) (kJ/mol): 233.0
Charge: 0
SMILES string: C/C=C/C=C(/C)O
LUMO level (eV): 0.838

Cartesian coordinates (Å):
C: -1.13499 -1.82875 -2.29807
C: -0.48631 -1.37405 -0.97915
C: 0.16659 -0.20166 -0.94091
C: 0.85137 0.45890 0.04695
C: 0.38457 0.77960 1.24130
C: 1.11098 1.72953 2.07186
O: -0.91232 0.27896 1.53904
H: -2.26440 -1.82989 -2.07738
H: -1.06344 -0.97133 -3.01742
H: -0.88235 -2.81507 -2.46859
H: -0.58621 -1.91657 -0.10487
H: 0.40062 0.41471 -1.87979
H: 1.96523 0.58704 -0.07371
H: 1.51200 1.18968 2.95199
H: 0.52496 2.38834 2.80498
H: 1.95228 2.06914 1.48445
H: -1.53858 1.04142 1.69931